No. 1
Computed, not measured: a 2-piece molecular cluster, C2H3NS overall at a distorted geometry, with ωB97M-V/def2-TZVPD.

Values from the calculation:
E_HOMO	-0.3267	Eh
net charge	0
energy relative to the best compared isomer or geometry (same formula, charge and spin)	80.0	kcal per mole
gap between HOMO and LUMO	8.61	eV

XYZ file:
```
7
Properties=species:S:1:pos:R:3:forces:R:3
C -0.804520 -0.046831 -0.233247 -1.120 1.349 -0.857
C 0.571135 0.471310 -0.204810 0.605 0.448 5.544
N 0.164329 -0.984395 -0.288418 0.494 0.923 -0.211
S -2.425600 0.130079 -0.190911 1.378 -0.066 0.106
H 1.283603 0.994406 -0.803508 -0.171 -0.381 -1.135
H 1.064439 0.983022 1.180355 -1.787 -1.619 -3.832
H 0.146611 -1.547591 0.540541 0.601 -0.654 0.385
```
Positions in Å, forces in eV/Å.

natural (NBO) atomic charge list, values in e, 4 entries:
1 C 0.05
2 C -0.23
3 N -0.57
4 S -0.01



No. 2
Computed, not measured: a 2-piece molecular cluster, C5H11O2 overall at a distorted geometry, with ωB97M-V/def2-TZVPD.

Values from the calculation:
E_HOMO	-0.1417	Eh
net charge	-1
energy relative to the best compared isomer or geometry (same formula, charge and spin)	27.5	kcal per mole
gap between HOMO and LUMO	7.94	eV

XYZ file:
```
18
Properties=species:S:1:pos:R:3:forces:R:3
C 1.099126 0.973393 -1.366253 1.066 -3.354 -1.699
C 2.510443 0.861001 -2.061234 -0.569 1.409 3.283
H 0.754553 -0.069675 -1.187132 0.371 0.507 -0.019
H 1.114269 1.320927 -0.361445 -0.111 1.314 0.429
H 0.332083 1.228717 -2.090309 -0.141 1.083 0.373
H 3.275415 0.580478 -1.291867 -0.513 0.171 -0.588
H 2.740616 1.852514 -2.383602 0.708 0.691 -0.594
H 2.598365 0.184166 -2.848755 -0.282 -1.155 -1.350
C -0.921447 -1.016973 1.504317 -0.100 0.837 -1.105
C -1.836796 -0.075796 2.293503 -1.638 -1.554 -0.196
C -1.350774 -1.022651 -0.022678 1.350 -0.943 -0.427
O -2.523791 -0.863425 -0.346688 -1.673 0.691 0.794
O -0.452475 -1.323960 -0.841675 0.646 -0.632 0.277
H 0.191479 -0.840908 1.605849 -1.312 -0.080 -0.120
H -1.157322 -2.025708 1.789209 0.290 -0.666 0.275
H -2.481037 -0.657337 2.985451 -0.013 -0.113 -0.505
H -2.571076 0.417975 1.603110 1.030 0.076 0.712
H -1.321629 0.477259 3.020200 0.891 1.719 0.458
```
Positions in Å, forces in eV/Å.

natural (NBO) atomic charge list, values in e, 4 entries:
1 C -0.69
2 C -0.60
3 H 0.31
4 H 0.20



No. 3
Computed, not measured: C8H15N as an isolated structure at a distorted geometry, with ωB97M-V/def2-TZVPD.

Values from the calculation:
E_HOMO	-0.3478	Eh
net charge	0
energy relative to the best compared isomer or geometry (same formula, charge and spin)	52.9	kcal per mole
gap between HOMO and LUMO	10.33	eV

XYZ file:
```
24
Properties=species:S:1:pos:R:3:forces:R:3
C 0.984618 -0.805747 0.039228 -0.620 -0.264 -1.062
C 0.262515 0.516132 0.029380 -1.235 0.482 -0.654
C -1.016502 -0.559365 -0.008404 0.008 0.489 1.117
C 2.435672 -1.044467 -0.113799 -1.128 0.493 3.196
C 0.447497 1.359411 1.332251 3.655 -1.301 -1.170
C 0.485015 1.375376 -1.268121 0.768 0.556 -1.922
C -1.864660 -0.655361 -1.271355 2.777 -2.736 0.949
C -1.852654 -0.664611 1.314212 1.952 -0.604 -0.017
N 0.008637 -1.647641 0.029146 0.888 0.808 -0.118
H 2.750955 -1.854485 0.497559 0.302 -1.047 0.163
H 2.942125 -0.198406 0.269918 0.574 1.142 0.756
H 2.799340 -1.081634 -1.053186 0.691 -0.710 -3.427
H -0.371881 1.878533 1.672915 -2.119 1.104 0.524
H 1.296506 2.128312 1.192968 -1.184 -1.241 0.171
H 0.778156 0.641268 2.115209 -0.231 0.688 -0.190
H -0.483853 1.775244 -1.781213 1.579 -0.978 1.006
H 1.140740 0.818329 -2.117137 -1.767 0.999 1.924
H 1.093900 2.324283 -1.085484 -0.739 -1.279 0.113
H -1.857686 -1.735232 -1.582769 -0.498 0.912 0.401
H -1.362114 -0.155125 -2.026902 0.680 1.055 -1.714
H -2.786023 -0.266245 -1.099584 -2.859 0.970 0.191
H -2.924495 -0.402868 1.255748 0.596 -0.366 -0.029
H -1.322586 -0.009245 2.042322 -0.848 -0.550 -0.182
H -1.583230 -1.736466 1.617102 -1.241 1.377 -0.025
```
Positions in Å, forces in eV/Å.

natural (NBO) atomic charge list, values in e, 4 entries:
1 C 0.30
2 C -0.11
3 C 0.15
4 C -0.68



No. 4
Computed, not measured: C55H38Cl4N6OSTi as an isolated structure, with ωB97M-V/def2-TZVPD.

Values from the calculation:
E_HOMO (spin up / spin down)	-0.2181 / -0.2196	Eh
net charge	0
gap between HOMO and LUMO (spin up / spin down)	4.78 / 4.86	eV

XYZ file:
```
106
Properties=species:S:1:pos:R:3:forces:R:3
Ti -0.422027 0.054030 1.215809 0.200 -0.187 0.046
Cl 6.850607 4.153318 5.752594 -0.001 -0.002 0.002
C 5.550214 3.411188 4.869614 0.025 0.014 0.009
C 5.750905 3.030353 3.553426 0.015 -0.012 -0.048
C 4.711658 2.438451 2.853986 -0.040 -0.015 -0.008
C 3.464436 2.232482 3.444909 -0.004 -0.025 -0.060
C 3.300264 2.613192 4.777139 0.048 -0.022 0.011
C 4.333205 3.201849 5.492868 -0.055 -0.024 -0.008
C 2.324000 1.623308 2.702760 0.251 -0.042 0.114
C 2.530929 0.370017 2.024932 -0.026 0.022 -0.146
C 3.666578 -0.428739 1.993753 -0.035 0.093 0.099
C 3.461059 -1.397427 1.002500 -0.108 -0.016 -0.284
C 2.205742 -1.163957 0.441241 0.200 -0.246 0.160
C 1.496828 -1.972324 -0.568083 -0.378 -0.210 0.120
C 2.137918 -2.291172 -1.858992 0.102 -0.074 -0.091
C 3.511933 -2.123947 -2.091692 -0.074 -0.025 0.044
C 4.083917 -2.386483 -3.326244 -0.010 0.004 0.006
C 3.286566 -2.813348 -4.373242 0.027 -0.006 -0.008
Cl 3.998941 -3.146002 -5.924438 -0.013 0.007 0.028
C 1.919834 -2.947420 -4.199703 -0.048 -0.007 -0.006
C 1.358227 -2.673026 -2.964245 -0.046 0.030 0.007
C 0.245908 -2.464404 -0.256242 0.645 0.271 0.060
N -0.581640 -1.881748 0.702786 -0.393 0.492 0.070
C -1.668894 -2.732843 0.897300 -0.254 0.345 0.282
C -2.786600 -2.425318 1.628631 0.330 -0.525 -0.298
C -3.843267 -3.473430 1.750759 0.006 0.084 -0.056
C -5.015355 -3.383978 1.004205 -0.044 -0.009 -0.007
C -5.990761 -4.366173 1.088167 0.006 0.051 -0.016
C -5.787870 -5.444326 1.934171 -0.007 -0.036 0.016
Cl -7.005024 -6.683354 2.044819 0.015 0.017 0.000
C -4.634901 -5.554148 2.692057 0.001 0.017 0.000
C -3.667208 -4.563198 2.595670 0.021 -0.035 0.001
C -3.065576 -1.156596 2.188841 -0.166 0.613 0.115
C -4.265245 -0.766342 2.805049 0.113 -0.375 -0.090
C -4.206944 0.599985 2.993500 0.218 0.552 -0.053
C -2.953607 1.042804 2.519431 -0.578 -0.021 0.212
N -2.257235 -0.027582 2.038162 0.263 -0.676 -0.014
C -2.427683 2.375000 2.623374 0.347 0.252 0.110
C -1.082771 2.659198 2.580667 -0.453 0.135 0.195
C -0.424244 3.899768 2.997948 0.011 -0.033 0.030
C 0.889141 3.650960 3.121034 -0.076 0.142 0.024
C 1.135592 2.279285 2.702360 -0.281 -0.056 -0.027
N -0.090406 1.726571 2.284506 0.143 -0.111 -0.595
C -3.421158 3.442961 2.934981 0.070 0.027 0.013
C -4.476733 3.674812 2.051348 0.004 -0.015 -0.064
C -5.424763 4.655801 2.296040 0.034 -0.024 -0.040
C -5.317611 5.421774 3.445187 0.006 0.039 0.013
Cl -6.488238 6.670236 3.756452 0.011 -0.014 -0.009
C -4.289342 5.211636 4.347981 0.025 -0.020 0.026
C -3.352691 4.218393 4.091458 0.037 0.013 0.020
C -1.494081 -3.889618 0.047860 0.396 -0.263 -0.328
C -0.377035 -3.704079 -0.688144 -0.410 -0.292 -0.043
N 1.614269 -0.116142 1.093363 -0.237 0.212 0.112
H 6.711293 3.198419 3.083615 -0.030 -0.010 0.015
H 4.872193 2.126893 1.830597 -0.020 0.024 -0.021
H 2.350770 2.430170 5.264432 0.001 0.008 -0.008
H 4.200961 3.486924 6.528030 -0.010 -0.004 -0.023
H 4.542098 -0.313016 2.616902 -0.084 -0.005 -0.069
H 4.134269 -2.199176 0.741229 -0.027 0.030 0.016
H 4.151743 -1.762990 -1.301713 0.004 -0.038 0.013
H 5.148066 -2.256931 -3.476494 -0.032 -0.002 0.009
H 1.295714 -3.240386 -5.034931 0.026 0.019 0.047
H 0.279489 -2.717518 -2.871493 0.109 0.021 -0.005
H -5.160343 -2.534079 0.346492 0.002 -0.043 0.025
H -6.899275 -4.301090 0.503594 0.035 -0.005 0.020
H -4.499459 -6.402965 3.348450 0.002 0.013 -0.008
H -2.759479 -4.637026 3.182974 -0.024 -0.001 -0.014
H -5.080577 -1.430359 3.058014 0.104 0.099 -0.026
H -4.965853 1.229202 3.437022 0.082 -0.055 -0.039
H -0.923197 4.830325 3.218818 -0.013 -0.045 0.017
H 1.651643 4.340991 3.456797 -0.080 -0.096 -0.062
H -4.552364 3.071325 1.152697 -0.009 0.022 0.046
H -6.233804 4.832686 1.599418 0.022 -0.005 0.025
H -4.230355 5.810764 5.248055 -0.002 -0.036 -0.040
H -2.560986 4.037059 4.809414 -0.046 -0.009 -0.031
H -2.154108 -4.746535 0.023080 0.075 0.106 0.018
H 0.053933 -4.400590 -1.392177 -0.021 0.071 0.073
C 4.199571 1.488031 -1.285486 0.000 0.030 0.030
C 3.424383 2.581556 -2.009582 -0.077 -0.042 -0.068
C 2.219765 3.085371 -1.217346 -0.020 -0.232 -0.005
N 1.108200 2.133190 -1.393488 0.353 0.059 -0.052
C -0.144825 2.230910 -1.067238 -0.284 0.333 0.168
S -1.136708 0.818059 -0.993300 0.079 -0.163 0.197
N -0.731188 3.432566 -0.754933 0.147 -0.038 0.000
C -0.609428 4.649559 -1.449545 -0.226 -0.005 0.078
O 0.058832 4.745585 -2.446599 0.254 -0.013 -0.126
C -1.417075 5.773689 -0.892853 0.060 -0.084 0.044
C -1.595966 6.891050 -1.704441 -0.013 0.052 -0.013
C -2.318248 7.974914 -1.234631 0.000 0.012 -0.028
C -2.855800 7.950796 0.047309 -0.022 0.032 0.016
C -2.674058 6.841813 0.860464 -0.015 -0.045 -0.009
C -1.957203 5.751450 0.389932 -0.015 -0.024 0.056
H 5.020597 1.109052 -1.896672 -0.059 0.012 0.006
H 3.565411 0.637569 -1.017273 0.036 0.040 0.013
H 4.622875 1.884100 -0.360408 -0.002 -0.061 -0.002
H 3.066914 2.219358 -2.979062 0.017 0.050 0.009
H 4.072548 3.429780 -2.233099 0.023 0.005 0.095
H 1.913522 4.059068 -1.564579 -0.122 0.164 -0.092
H 2.437090 3.130388 -0.144958 0.023 0.037 -0.009
H 1.382891 1.182285 -1.601526 0.083 -0.139 -0.015
H -1.574948 3.312584 -0.216844 -0.146 0.002 0.119
H -1.162876 6.892291 -2.696486 -0.016 -0.001 0.035
H -2.464478 8.842433 -1.866970 0.015 -0.049 0.029
H -3.418594 8.801210 0.414416 0.026 -0.042 -0.024
H -3.092585 6.816812 1.859502 0.005 -0.003 -0.020
H -1.812978 4.900160 1.045496 -0.001 0.041 -0.056
```
Positions in Å, forces in eV/Å.

Löwdin atomic charge list, values in e, 4 entries:
1 Ti 1.00
2 Cl 0.66
3 C -0.67
4 C -0.10



no.,electronic energy (a.u.)
1,-530.80720
2,-347.60585
3,-368.48851
4,-5611.05541